The following is a DFT calculation (ωB97M-V/def2-TZVPD) of a 8-piece molecular cluster, C42H106N6O14 overall at a distorted geometry.

```
168
Properties=species:S:1:pos:R:3:forces:R:3
C -0.525460 -4.578749 1.380394 0.3 -0.1 -1.3
O 0.351609 -3.566775 1.822328 -0.5 0.6 -0.7
C -0.198514 -2.775193 2.855517 -1.7 -0.5 -1.1
C 0.808619 -1.790214 3.246460 1.1 0.7 0.8
N 0.261537 -0.868618 4.309864 1.5 -1.0 0.6
C 1.062008 -1.192225 5.522601 -0.3 -2.2 0.1
C 0.787608 -0.429611 6.745473 1.2 0.4 1.2
O 1.185864 0.902697 6.526813 -0.9 0.9 -0.4
C 0.808142 1.730013 7.598540 -1.1 -0.6 0.7
H -1.545639 -4.339947 1.014162 0.4 0.9 0.4
H -0.622911 -5.240605 2.197671 -0.3 -1.3 0.8
H -0.066599 -5.072686 0.503040 0.1 0.1 0.6
H -0.504831 -3.415637 3.661613 -0.1 -0.4 0.8
H -1.130341 -2.260390 2.526908 0.4 -0.2 -0.1
H 1.145289 -1.339827 2.308046 0.0 0.6 0.3
H 1.684208 -2.372634 3.636337 -0.5 0.7 -0.3
H 0.452886 0.114605 4.136557 0.0 -0.1 -0.6
H 2.111524 -1.146784 5.370094 1.3 0.4 -0.7
H 0.952527 -2.277541 5.812024 -0.4 0.8 -0.5
H 1.409905 -0.706206 7.639443 -0.5 -0.8 -0.8
H -0.237176 -0.582122 7.004258 -1.1 0.6 0.4
H 0.714722 2.748437 7.258831 0.1 0.4 -0.1
H 1.525048 1.673443 8.419180 0.2 0.0 0.1
H -0.185899 1.401641 8.030916 0.8 0.4 -0.5
C -0.032760 2.296599 -4.501130 -0.8 1.2 0.1
O 1.262431 1.781639 -4.524612 0.1 -0.3 -0.6
C 1.408942 0.502858 -3.944858 -0.2 -0.5 -0.8
C 0.888822 -0.692080 -4.832127 1.3 1.6 0.0
N 0.910567 -1.914802 -4.081357 0.6 -0.8 0.0
C 0.502224 -3.057666 -4.928092 0.5 0.6 0.3
C 0.230816 -4.211397 -3.991454 -1.3 -1.1 -0.7
O -0.320907 -5.312751 -4.735453 -0.5 0.0 -0.1
C -0.550159 -6.521497 -3.990156 -0.2 0.7 -1.5
H -0.391277 2.402700 -3.454072 0.0 -0.1 -0.4
H -0.812450 1.751118 -5.072090 0.6 -0.1 0.2
H 0.027374 3.314117 -4.947419 -0.1 -0.6 0.3
H 0.946076 0.501493 -2.962385 0.0 -0.2 0.2
H 2.497434 0.392661 -3.872733 -0.2 -0.3 0.4
H 1.582017 -0.608834 -5.701768 -0.2 -0.6 0.1
H -0.105305 -0.578403 -5.274943 -0.1 0.4 0.4
H 1.777361 -2.092429 -3.522444 -0.5 0.3 -0.8
H 1.196158 -3.304837 -5.778892 -0.2 0.1 0.9
H -0.398779 -2.706146 -5.421076 -0.5 -0.4 0.0
H -0.406321 -3.891967 -3.156003 -0.2 0.0 -0.3
H 1.104923 -4.616080 -3.553834 1.5 0.0 0.6
H -0.446127 -7.372248 -4.711316 -0.4 0.7 0.7
H -1.518567 -6.502475 -3.469068 0.1 -0.1 -0.3
H 0.219026 -6.599884 -3.272768 1.0 -0.4 1.1
C -4.694841 2.800198 -1.205843 -1.3 1.3 -0.1
O -5.958905 2.689516 -1.953391 1.1 -0.4 1.3
C -6.726986 1.547479 -1.531682 1.1 -0.5 -2.0
C -6.212163 0.284978 -2.286948 -0.9 -0.3 0.8
N -6.157135 0.541267 -3.712904 0.4 -1.1 -0.2
C -5.734047 -0.583014 -4.616663 0.6 1.3 -0.1
C -4.306172 -1.196198 -4.595368 -1.5 -0.6 0.3
O -4.240182 -2.054984 -3.496053 -0.1 0.2 1.0
C -3.051574 -2.784440 -3.543395 0.3 -0.1 -0.3
H -4.753084 2.549264 -0.144069 -0.7 -0.3 0.1
H -4.512381 3.897761 -1.174209 0.4 -0.8 -0.5
H -3.872407 2.188014 -1.564327 0.1 0.2 -0.7
H -7.751763 1.668602 -1.845143 -0.3 0.5 0.0
H -6.649068 1.479688 -0.468500 -0.1 -0.4 0.8
H -6.927655 -0.543394 -2.099738 0.3 0.3 0.0
H -5.269208 -0.027428 -1.857607 0.5 -0.1 0.1
H -5.558820 1.341702 -3.825307 0.2 0.3 -0.4
H -5.831737 -0.149342 -5.607005 -0.2 0.0 -0.3
H -6.450719 -1.396553 -4.570279 -0.1 -0.1 0.3
H -3.478996 -0.486054 -4.550558 0.0 0.4 -0.2
H -4.182358 -1.878609 -5.463717 -0.1 0.8 -0.3
H -3.114258 -3.501431 -4.378075 0.3 0.0 0.1
H -2.942861 -3.303708 -2.597847 0.2 -0.1 0.1
H -2.197782 -2.101949 -3.710318 -0.1 -0.4 0.2
C -0.502760 3.045521 4.130030 0.4 -0.1 1.9
O -0.328311 2.057928 3.176614 0.6 -0.7 -0.7
C -1.530826 1.493800 2.738903 -0.7 -0.5 0.4
C -2.389526 2.406823 1.875801 -0.6 -0.4 0.9
N -1.686871 3.014064 0.790038 0.3 0.1 -0.2
C -2.013876 4.387907 0.434344 0.6 -0.9 -0.8
C -1.304891 4.661486 -0.927625 -0.7 0.8 1.4
O -1.431955 6.043246 -1.205890 0.4 0.3 -0.5
C -0.312648 6.729980 -0.711149 0.9 0.8 0.4
H -0.535584 4.019684 3.687356 0.0 0.8 -0.2
H 0.315635 2.969118 4.885281 -0.3 0.2 -0.7
H -1.407068 2.887062 4.730951 -0.2 0.0 -0.2
H -2.075900 1.221628 3.655327 -0.4 0.0 -0.3
H -1.340173 0.547382 2.246342 0.5 -0.1 -0.3
H -2.875580 3.063118 2.610695 0.0 0.7 -0.4
H -3.186317 1.790096 1.466915 -0.3 -0.1 0.1
H -0.699660 2.993066 0.982081 0.5 -0.1 0.0
H -1.712009 5.067860 1.224836 0.2 0.5 0.1
H -3.091203 4.497707 0.299398 0.1 0.0 0.0
H -1.812421 4.099013 -1.667466 -0.8 -0.4 -0.9
H -0.266577 4.345433 -1.003051 0.2 0.0 0.6
H -0.205825 6.613547 0.384013 -0.2 0.2 -0.2
H -0.297066 7.810230 -0.977119 -0.7 -0.7 0.2
H 0.633353 6.363067 -1.115070 0.0 -0.4 -0.3
C 5.363210 0.211475 -4.746456 -0.4 0.5 -0.9
O 4.868786 -0.464710 -3.609372 1.3 -0.3 -0.5
C 5.128737 -1.860870 -3.675111 -1.4 -0.4 0.8
C 4.625958 -2.442077 -2.342019 0.3 -0.2 0.4
N 3.281943 -2.030641 -1.939599 -0.8 -0.4 -0.4
C 2.709333 -2.680072 -0.734436 0.7 0.8 -1.0
C 3.552876 -2.567047 0.542418 -1.5 -2.6 -0.3
O 3.857768 -1.293197 0.835117 1.0 2.7 0.0
C 4.652637 -1.118169 1.994739 -0.4 -0.2 -0.2
H 5.064962 -0.295250 -5.673090 -0.1 -0.2 0.1
H 6.456094 0.397336 -4.852146 -0.4 -0.4 0.8
H 4.852167 1.171891 -4.777160 0.1 0.2 0.1
H 6.161198 -2.161185 -3.921689 0.0 0.5 0.5
H 4.524467 -2.322417 -4.451986 -0.3 0.1 -0.5
H 5.297926 -2.136587 -1.562734 0.9 0.1 0.5
H 4.674957 -3.550554 -2.381263 -0.2 0.5 -0.1
H 3.169556 -1.044300 -1.777108 0.7 0.5 -0.3
H 2.553402 -3.687930 -1.040425 0.1 -1.3 0.3
H 1.698694 -2.282296 -0.666688 0.2 0.0 0.5
H 4.411307 -3.237198 0.468971 0.5 0.1 -0.2
H 2.950922 -2.993691 1.353439 -0.2 -0.2 0.1
H 5.679245 -1.446850 1.918368 0.5 -0.3 -0.6
H 4.222812 -1.714775 2.784465 -0.3 0.0 0.7
H 4.695184 -0.070182 2.250004 -0.3 0.1 0.1
C 6.335456 0.799424 5.210719 -0.4 1.3 0.2
O 5.206794 0.788751 4.381646 -1.3 0.0 0.4
C 4.031503 1.449722 4.962548 1.5 0.3 -0.4
C 3.028294 1.622503 3.860487 -0.7 -1.4 -0.2
N 3.540069 2.396422 2.741088 -1.4 0.2 0.3
C 2.452737 2.527071 1.757527 0.5 1.1 -0.3
C 2.980138 3.529002 0.662686 -1.1 -1.3 -0.4
O 2.002822 3.684166 -0.390218 0.5 -0.7 -0.2
C 2.376981 3.115076 -1.643019 0.0 -0.5 0.5
H 6.625573 1.836272 5.333468 0.1 0.5 0.6
H 7.165771 0.379235 4.713029 0.7 -0.9 -0.8
H 6.224034 0.326866 6.181675 -0.3 -0.2 0.2
H 4.266710 2.473826 5.280885 0.5 -0.1 0.1
H 3.705289 0.915205 5.856981 -0.3 -0.2 -0.3
H 2.146763 2.168673 4.242524 0.4 -0.5 0.0
H 2.682759 0.587938 3.521842 0.1 1.0 0.3
H 4.297863 1.917553 2.304485 0.7 -0.3 -0.2
H 1.511044 2.807633 2.264981 0.7 0.7 -0.2
H 2.122816 1.568079 1.348172 0.5 -0.3 -0.6
H 3.941210 3.099381 0.258116 -0.8 0.6 0.3
H 3.101749 4.547363 1.019913 0.4 -0.2 0.6
H 1.574696 3.322339 -2.339061 0.0 0.2 -0.2
H 2.530192 2.019101 -1.645966 -0.3 0.2 0.5
H 3.330500 3.509831 -1.976839 0.1 0.5 -0.3
C -4.472888 -0.774599 0.952814 -1.8 1.3 0.1
C -4.243245 -1.901455 1.896205 0.1 -1.3 -1.9
C -4.059060 -1.448054 3.304294 0.5 1.3 0.5
O -5.257597 -2.881386 1.608737 0.0 0.5 0.8
H -5.268553 -0.075592 1.281437 0.0 -0.5 0.0
H -4.674030 -0.986516 -0.089735 -0.1 -0.8 0.0
H -3.631413 -0.158464 0.952750 1.7 1.0 0.0
H -3.316649 -2.351238 1.517313 0.3 -0.1 0.4
H -3.196601 -0.741054 3.247313 -0.6 -0.3 0.3
H -3.750204 -2.180187 4.045405 -0.2 -0.4 -0.2
H -4.924851 -0.883234 3.684508 0.2 -0.2 -0.1
H -5.042265 -3.617860 2.178354 -0.2 -0.5 0.1
C 0.247248 -0.051903 -0.333807 0.6 -0.5 -1.0
C -0.984881 -0.823366 -0.832669 1.0 -0.2 0.2
C -1.830963 0.015841 -1.743586 1.4 1.6 0.0
O -0.568641 -1.972153 -1.563251 -0.4 -1.0 1.1
H 1.054615 -0.716562 0.041000 -0.8 0.4 0.1
H -0.078146 0.619227 0.424902 0.1 0.8 0.7
H 0.708374 0.527427 -1.169069 -0.4 -0.2 0.7
H -1.584374 -1.097364 0.095512 0.6 -0.4 -1.2
H -2.824417 -0.313468 -1.782728 -1.4 -0.7 -0.5
H -1.349373 0.114088 -2.739763 -0.4 -0.3 0.4
H -1.836590 1.024450 -1.339701 -0.2 0.4 0.1
H 0.066113 -1.783604 -2.279767 -0.3 0.4 -0.1
```
Forces are in eV/Å.

As for the SMILES: COCCNCCOC.COCCNCCOC.COCCNCCOC.COCCNCCOC.COCCNCCOC.COCCNCCOC.CC(C)O.CC(C)O. The total energy is -82868.4409 eV. Its energy above the lowest of the compared OMol25 structures with the same formula, charge and spin is 85.50 kJ/mol. For the HOMO-LUMO gap, the calculation gives 0.32710 Eh. The largest force on an atom comes out at 0.059 Eh/bohr. As for the spin multiplicity: 1. The lowest unoccupied orbital energy is 0.5 eV. The value obtained for the HOMO energy is -8.38 eV.